H3N3O2 | wB97M-V/def2-TZVPD

Calculated values
net charge	0
energy above the lowest of the compared OMol25 structures with the same formula, charge and spin	62.3	kcal per mole
HOMO level (alpha / beta)	-9.05 / -9.05	eV
maximum force	4.4	eV/A

XYZ file:
```
8
Properties=species:S:1:pos:R:3:forces:R:3
O 0.16809 1.59874 -1.14261 1.957 -0.817 -0.434
O 0.68953 1.06300 0.09178 -0.674 -0.109 -1.097
N -0.68080 -0.65402 0.93163 -2.351 2.500 2.746
N 0.70144 -1.45531 -0.59802 0.432 0.330 -0.850
N 0.20845 -0.63991 0.01741 2.248 0.100 -1.369
H -0.99349 0.23836 1.37130 0.638 -1.360 -0.881
H -1.01694 -1.55367 1.12141 -0.767 -1.056 0.549
H 0.92371 1.40280 -1.79291 -1.484 0.413 1.335
```
Positions in Å, forces in eV/Å.

Computed natural (NBO) charges, given in elementary charges:
1 O -0.47
2 O -0.35
3 N -0.62
4 N -0.12
5 N 0.27
6 H 0.44
7 H 0.39
8 H 0.46